Entry 1:
The following is a quantum chemistry calculation of C28H30BrGaN3OSb as an isolated structure, from the Open Molecules 2025 dataset.

Summary:
HOMO-LUMO gap, eV: 5.1
2S+1: 1
E_LUMO, eV: -0.86

Structure (XYZ):
```
65
Properties=species:S:1:pos:R:3:forces:R:3
Ga -0.562 0.299 -0.078 0.0 0.1 0.1
Br 2.932 -6.470 -1.895 0.0 0.0 0.0
C 1.532 -6.369 -0.628 0.0 0.0 0.0
C 1.737 -5.697 0.567 0.0 0.0 0.0
C 0.714 -5.639 1.501 0.0 0.0 0.0
C -0.502 -6.261 1.236 0.0 0.0 0.0
C -0.681 -6.959 0.050 0.0 0.0 0.0
C 0.327 -6.997 -0.899 0.0 0.0 0.0
N -1.556 -6.377 2.214 0.1 0.0 0.0
N -1.997 -5.404 2.836 0.0 0.0 0.0
C -1.569 -4.067 2.519 0.0 0.0 0.0
C -1.002 -3.311 3.513 0.0 0.0 0.0
C -0.533 -2.005 3.292 0.0 0.0 0.0
C -0.688 -1.406 2.057 0.0 0.0 0.0
O -0.279 -0.199 1.755 0.0 0.1 -0.1
C -1.370 -2.163 1.052 0.0 0.0 0.0
N -1.568 -1.503 -0.118 0.0 0.0 -0.1
C -2.196 -2.085 -1.113 0.0 0.0 0.0
C -2.703 -3.389 -0.989 0.0 0.0 0.0
C -2.515 -4.077 0.179 0.0 0.0 0.0
C -1.815 -3.480 1.253 0.0 0.0 0.0
H 2.689 -5.227 0.772 0.0 0.0 0.0
H 0.873 -5.128 2.440 0.0 0.0 0.0
H -1.613 -7.484 -0.117 0.0 0.0 0.0
H 0.189 -7.531 -1.829 0.0 0.0 0.0
H -0.881 -3.759 4.492 0.0 0.0 0.0
H -0.057 -1.452 4.090 0.0 0.0 0.0
H -2.305 -1.505 -2.022 0.0 0.0 0.0
H -3.240 -3.831 -1.816 0.0 0.0 0.0
H -2.915 -5.076 0.289 0.0 0.0 0.0
C 0.557 2.279 -2.919 -0.1 0.0 0.0
C 0.076 2.751 -1.528 0.0 0.0 0.0
C -0.516 4.164 -1.702 0.0 0.0 0.0
C -1.007 1.821 -0.997 0.1 0.0 0.0
C 1.270 2.872 -0.573 0.0 0.0 -0.1
C 2.540 3.219 -1.043 0.0 0.0 0.0
C 3.622 3.350 -0.186 0.0 0.0 0.0
C 3.471 3.127 1.177 0.0 0.0 0.0
C 2.215 2.808 1.667 -0.1 0.0 0.0
C 1.129 2.701 0.804 0.0 0.0 0.0
H -0.318 2.128 -3.553 0.0 0.0 0.0
H 1.074 1.319 -2.832 0.0 0.0 0.0
H 1.216 2.988 -3.429 0.0 0.0 0.0
H -1.373 4.125 -2.377 0.0 0.0 0.0
H 0.222 4.857 -2.118 0.0 0.0 0.0
H -0.858 4.551 -0.742 0.0 0.0 0.0
H -1.845 1.707 -1.686 0.0 0.0 0.0
H 2.692 3.398 -2.100 0.0 0.0 0.0
H 4.592 3.621 -0.587 0.0 0.0 0.0
H 4.318 3.217 1.845 0.0 0.0 0.0
H 2.065 2.652 2.728 0.0 0.0 0.0
H 0.144 2.512 1.212 0.0 0.0 0.0
C 3.901 -0.261 -1.265 0.0 0.0 0.0
Sb 2.073 -1.011 -0.474 0.0 -0.1 0.1
C 1.878 -2.734 -1.725 0.0 0.0 0.0
C 2.861 -2.021 1.238 0.1 0.0 0.0
H 4.625 -1.071 -1.339 0.0 0.0 0.0
H 4.272 0.519 -0.603 0.0 0.0 0.0
H 3.726 0.172 -2.248 0.0 0.0 0.0
H 2.793 -3.324 -1.715 0.0 0.0 0.0
H 1.660 -2.431 -2.749 0.0 0.0 0.0
H 1.054 -3.351 -1.361 0.0 0.0 0.0
H 3.670 -2.688 0.937 0.0 0.0 0.0
H 2.068 -2.593 1.719 0.0 0.0 0.0
H 3.240 -1.286 1.947 0.0 0.0 0.0
```
Forces are in eV/Å.

Entry 2:
The following is a quantum chemistry calculation of a 2-piece molecular cluster, C5H16N2O2 overall in a non-equilibrium geometry, from the Open Molecules 2025 dataset.

Summary:
HOMO-LUMO gap, eV: 9.6
2S+1: 1
Structure (SMILES): CNCC[C@H](N)CO.O
E_LUMO, eV: 0.65

Structure (XYZ):
```
25
Properties=species:S:1:pos:R:3:forces:R:3
C -1.653 -1.496 -0.490 -1.0 -3.8 1.2
N -0.357 -2.312 -0.578 -3.4 0.3 5.6
C 0.541 -2.167 0.620 0.8 -1.6 -0.4
C 1.523 -1.019 0.434 2.8 -1.0 -2.2
C 0.973 0.382 0.031 1.4 -1.9 3.6
N 2.047 1.188 -0.463 0.0 0.2 -1.2
C 0.339 0.942 1.334 -1.2 -0.2 0.3
O -0.498 2.027 0.918 0.7 1.4 0.7
H -1.801 -0.635 0.185 0.8 -0.4 -0.1
H -2.477 -2.318 -0.192 1.6 2.0 -0.4
H -1.919 -1.213 -1.472 -0.3 0.5 -1.1
H 0.120 -2.026 -1.322 2.5 1.5 -3.9
H 1.181 -3.178 0.608 -1.4 2.2 0.6
H 0.037 -2.006 1.596 -0.3 -0.7 -0.8
H 2.145 -1.443 -0.465 -0.8 1.3 1.2
H 2.322 -0.968 1.220 -0.9 0.1 -0.2
H 0.256 0.102 -0.693 -0.9 0.7 -1.0
H 1.806 2.108 -0.771 -0.6 0.3 -0.2
H 2.861 1.307 0.103 0.2 -0.5 0.7
H 1.139 1.257 2.087 -0.8 -0.3 -1.1
H -0.431 0.316 1.889 1.5 -0.3 -0.7
H -0.333 2.731 1.567 -0.5 -0.1 -0.6
O -2.387 1.843 -1.579 -0.4 -0.2 -0.8
H -2.335 1.291 -2.398 0.5 0.6 1.5
H -1.665 1.719 -0.939 -0.1 -0.3 -0.7
```
Forces are in eV/Å.

Entry 3:
The following is a quantum chemistry calculation of C17H34GeN2OSSiZn as an isolated structure, from the Open Molecules 2025 dataset.

Summary:
HOMO-LUMO gap, eV: 7.9
2S+1: 1
E_LUMO, eV: 0.33

Structure (XYZ):
```
58
Properties=species:S:1:pos:R:3:forces:R:3
Zn -0.583 0.338 -0.018 0.0 0.3 0.1
C -2.385 -3.028 0.030 0.0 0.0 0.0
C -0.929 -2.955 -0.340 -0.1 0.1 0.0
C -0.203 -4.075 -0.692 0.1 -0.1 0.0
C 1.141 -3.912 -1.035 -0.1 0.0 0.0
C 1.727 -2.669 -1.031 0.0 0.1 0.0
C 0.940 -1.549 -0.675 0.1 0.1 0.0
N -0.367 -1.742 -0.334 0.0 -0.1 -0.1
N 1.316 -0.253 -0.580 -0.1 -0.5 0.0
Si 2.488 0.597 -1.501 -0.1 0.0 0.0
C 4.170 -0.221 -1.611 0.1 -0.1 0.0
C 1.852 0.860 -3.237 -0.1 0.1 -0.1
C 2.713 2.258 -0.668 0.0 0.1 0.0
H -2.986 -3.298 -0.840 0.0 0.0 0.0
H -2.731 -2.065 0.400 0.0 0.0 0.0
H -2.554 -3.785 0.796 0.0 0.0 0.0
H -0.671 -5.050 -0.698 0.0 0.0 0.0
H 1.732 -4.779 -1.307 0.0 0.0 0.0
H 2.770 -2.530 -1.277 0.0 0.0 0.0
H 4.177 -1.056 -2.317 0.0 0.0 0.0
H 4.509 -0.592 -0.640 0.0 0.0 0.0
H 4.900 0.513 -1.962 0.0 0.0 0.0
H 1.656 -0.097 -3.730 0.0 0.0 0.0
H 2.559 1.421 -3.855 0.0 0.0 0.0
H 0.910 1.416 -3.203 0.0 0.0 0.0
H 3.399 2.195 0.182 0.0 0.0 -0.1
H 1.754 2.647 -0.311 0.0 0.0 0.0
H 3.125 2.985 -1.374 0.0 0.0 0.1
O -0.327 0.184 2.072 0.0 0.1 0.2
S 0.835 -0.585 2.673 0.0 -0.1 -0.2
C 0.854 -0.092 4.415 0.0 0.1 0.0
C 1.678 1.186 4.501 0.0 0.0 0.0
C 2.887 0.932 3.603 -0.1 0.0 0.0
C 2.324 0.394 2.290 0.0 0.0 0.1
H 1.310 -0.913 4.972 0.0 0.0 0.0
H -0.191 0.006 4.703 0.0 0.0 0.0
H 1.964 1.408 5.529 0.0 0.0 0.0
H 1.094 2.027 4.123 0.0 0.0 0.0
H 3.539 0.189 4.068 0.0 0.0 0.0
H 3.480 1.830 3.435 0.0 0.0 0.0
H 3.009 -0.222 1.712 0.0 0.0 0.0
H 1.936 1.183 1.645 0.0 -0.1 0.1
C -3.271 -0.056 -2.441 0.0 0.0 0.0
Ge -3.492 1.313 -1.047 0.0 0.0 0.0
C -4.560 2.776 -1.802 -0.1 0.0 0.0
C -4.517 0.548 0.441 0.0 -0.1 0.1
C -1.740 1.881 -0.447 -0.1 0.0 -0.1
H -4.189 -0.622 -2.610 0.0 0.0 0.0
H -2.481 -0.756 -2.158 0.0 0.0 0.0
H -2.983 0.415 -3.384 0.0 0.0 0.0
H -5.540 2.413 -2.122 0.0 0.0 0.0
H -4.057 3.215 -2.666 0.0 0.0 0.0
H -4.711 3.560 -1.058 0.0 0.0 0.0
H -5.276 -0.146 0.073 0.0 0.0 0.0
H -5.019 1.340 0.998 0.0 0.0 0.0
H -3.863 0.010 1.132 0.0 0.0 0.0
H -1.844 2.535 0.424 0.0 0.0 0.0
H -1.281 2.471 -1.249 0.0 0.0 0.0
```
Forces are in eV/Å.

Entry 4:
The following is a quantum chemistry calculation of one molecule with the formula C6H15N3 in a non-equilibrium geometry, from the Open Molecules 2025 dataset.

Summary:
HOMO-LUMO gap (spin up / spin down), eV: 8.4 / 7.3
2S+1: 1
E_LUMO (spin up / spin down), eV: 0.95 / 0.24

Structure (XYZ):
```
24
Properties=species:S:1:pos:R:3:forces:R:3
C 0.107 -1.007 1.076 -0.1 0.1 0.1
N -0.389 -2.314 0.637 0.1 0.1 0.1
N 1.497 -0.806 0.652 -0.1 0.0 0.0
N 0.000 -0.879 2.542 0.1 -0.1 -0.1
C -0.486 1.642 -1.141 -0.9 -2.2 0.4
C 0.587 2.305 -1.731 0.8 0.5 -0.6
H -0.262 -2.423 -0.365 0.0 0.0 0.1
H 0.121 -3.061 1.099 0.0 0.0 0.0
H 1.877 0.047 1.047 0.0 0.0 0.0
H 2.073 -1.577 0.971 0.0 0.0 0.0
H -0.932 -1.145 2.847 0.1 0.0 -0.1
H 0.670 -1.491 3.003 -0.1 0.0 0.0
H -1.515 1.793 -1.457 0.0 0.3 -0.2
H 0.832 2.161 -2.775 -0.1 0.1 0.0
H 1.337 2.790 -1.121 0.0 0.0 0.0
C -0.481 -0.100 -1.874 0.3 1.6 -0.4
C -0.785 0.050 0.469 -0.2 -0.7 1.3
C -0.449 1.471 0.396 0.1 0.1 -0.6
H -1.829 -0.229 0.403 0.0 0.0 0.0
H -1.332 -0.772 -1.781 -0.1 0.2 0.3
H -0.494 0.295 -2.890 0.1 -0.2 -0.2
H 0.470 -0.586 -1.681 0.0 0.0 0.1
H -1.159 2.135 0.892 0.0 -0.1 0.0
H 0.542 1.700 0.782 0.0 0.0 0.0
```
Forces are in eV/Å.

Entry 5:
The following is a quantum chemistry calculation of a 2-piece molecular cluster, C4H8O2 overall, from the Open Molecules 2025 dataset.

Summary:
HOMO-LUMO gap, eV: 10.3
2S+1: 1
Structure (SMILES): C=CC=O.CO
E_LUMO, eV: 0.33

Structure (XYZ):
```
14
Properties=species:S:1:pos:R:3:forces:R:3
C -0.900 -0.466 2.007 -0.1 0.0 -0.1
C -1.492 -0.611 0.822 0.0 0.0 0.1
C -1.483 0.492 -0.172 -0.1 0.0 0.0
O -1.891 0.371 -1.303 0.1 0.0 0.2
H -0.398 0.465 2.266 -0.1 -0.1 -0.1
H -0.878 -1.260 2.747 0.0 0.1 -0.1
H -1.986 -1.532 0.519 0.1 0.1 0.0
H -1.073 1.453 0.201 0.0 -0.1 -0.1
C 1.831 0.343 -1.467 0.2 0.1 -0.4
O 1.375 0.216 -0.134 -0.1 -0.3 0.1
H 1.011 0.263 -2.193 0.1 0.0 0.1
H 2.602 -0.401 -1.712 -0.1 0.1 0.0
H 2.276 1.337 -1.555 -0.1 -0.1 0.0
H 1.005 -0.670 -0.027 0.1 0.2 0.1
```
Forces are in eV/Å.

Entry 6:
The following is a quantum chemistry calculation of a 2-piece molecular cluster, C6H17N2OP overall in a non-equilibrium geometry, from the Open Molecules 2025 dataset.

Summary:
HOMO-LUMO gap (spin up / spin down), eV: 8.1 / 8.1
2S+1: 1
E_LUMO (spin up / spin down), eV: 0.27 / 0.27

Structure (XYZ):
```
27
Properties=species:S:1:pos:R:3:forces:R:3
C -2.006 -0.691 0.257 0.5 -1.2 2.7
C -0.617 -2.670 -0.440 -1.2 -1.7 1.2
C 0.250 -1.114 1.435 -2.4 0.6 0.1
C 0.131 2.175 0.283 3.0 2.4 5.1
C 2.600 1.895 0.057 -2.7 0.1 3.0
C -0.600 -1.337 0.234 -0.2 1.5 -2.6
N -0.220 0.871 -2.562 -2.4 -1.5 2.1
N 1.255 1.644 -0.396 -1.2 -1.9 -1.8
O 2.001 -0.304 -2.010 0.9 -0.6 0.4
P 0.829 0.262 -1.319 -1.1 -0.2 -0.1
H -2.444 -0.202 -0.560 0.2 0.8 -1.5
H -2.872 -1.332 0.625 1.3 0.0 -0.3
H -1.819 -0.023 1.080 -0.8 1.1 0.2
H -0.979 -3.483 0.300 0.8 1.1 -0.6
H 0.159 -3.121 -1.046 0.8 0.5 0.3
H -1.472 -2.637 -1.066 -0.8 0.0 -1.1
H 0.925 -1.866 1.424 3.3 -1.7 -0.2
H 0.557 -0.107 1.441 1.2 0.9 0.1
H -0.179 -1.268 2.416 -1.2 -0.1 0.3
H -0.756 1.874 -0.097 -2.7 -1.1 -1.3
H 0.194 1.827 1.466 -0.5 1.0 -2.5
H 0.121 3.322 0.328 0.2 -1.5 -0.2
H 2.831 1.339 0.994 -0.2 0.4 -0.2
H 3.253 1.559 -0.630 2.3 -0.7 -2.5
H 2.584 2.950 0.255 0.8 0.6 0.1
H 0.280 0.930 -3.401 1.3 0.3 -1.4
H -0.952 0.145 -2.774 0.8 1.0 0.5
```
Forces are in eV/Å.

Entry 7:
The following is a quantum chemistry calculation of a 4-piece molecular cluster, C6H18O4 overall in a non-equilibrium geometry, from the Open Molecules 2025 dataset.

Summary:
Total charge: +1
HOMO-LUMO gap (spin up / spin down), eV: 9.8 / 3.5
2S+1: 2
E_LUMO (spin up / spin down), eV: -3.44 / -9.61

Structure (XYZ):
```
28
Properties=species:S:1:pos:R:3:forces:R:3
C -2.949 -0.182 0.386 0.2 1.0 0.9
O -3.647 0.814 0.987 -0.6 0.2 -0.2
C -1.704 0.227 -0.314 1.2 -0.6 -1.1
C -0.400 -0.286 0.351 0.0 -1.0 2.0
C 0.529 -1.250 -0.436 -0.9 1.1 -0.1
C 2.874 -0.515 -0.540 0.8 0.6 -0.3
C 1.919 -1.179 0.098 0.0 -0.6 -0.7
H -2.912 -0.851 1.305 0.6 -0.5 -0.1
H -3.664 -0.880 -0.109 -0.2 0.0 -0.3
H -3.276 1.699 0.793 0.0 0.0 0.0
H -1.679 -0.143 -1.344 -0.3 0.0 0.0
H -1.625 1.307 -0.409 -0.3 0.2 0.1
H 0.192 0.518 0.783 -0.1 0.6 -0.4
H -0.695 -0.802 1.280 0.1 -0.1 0.0
H 0.109 -2.243 -0.357 0.0 -0.4 -0.3
H 0.436 -0.860 -1.448 0.5 -0.5 -0.3
H 2.820 -0.123 -1.553 -0.8 0.2 0.1
H 3.841 -0.260 -0.123 0.2 -0.8 0.2
H 2.160 -1.825 0.938 -0.1 0.6 0.5
H 3.763 0.612 2.160 0.0 0.4 0.8
H 2.651 0.879 1.304 -0.6 0.3 0.0
O 2.941 1.133 2.191 0.5 -0.6 -0.7
H -0.460 3.423 1.365 0.4 -0.4 0.3
H 1.082 3.177 0.987 -0.5 -0.1 0.4
O 0.329 3.781 0.961 0.2 0.5 -0.7
H -1.367 -2.180 -2.476 0.1 -0.3 -0.2
H -0.365 -2.318 -3.629 -0.1 0.0 0.0
O -0.902 -1.676 -3.151 -0.2 0.1 0.0
```
Forces are in eV/Å.

Entry 8:
The following is a quantum chemistry calculation of C11H11BrCeN3O11P2 as an isolated structure in a non-equilibrium geometry, from the Open Molecules 2025 dataset.

Summary:
Total charge: +1
HOMO-LUMO gap, eV: 6.2
2S+1: 1
E_LUMO, eV: -6.93

Structure (XYZ):
```
40
Properties=species:S:1:pos:R:3:forces:R:3
Ce 8.168 6.041 10.395 -0.1 -0.2 0.4
O 13.835 6.928 7.847 -0.6 -0.4 0.6
C 13.979 6.221 8.984 2.0 0.7 -0.7
O 15.099 6.015 9.427 -2.1 -0.1 -0.3
C 12.745 5.762 9.687 -0.7 0.3 0.1
C 12.743 5.005 10.844 -1.0 -0.5 -0.1
N 11.447 4.883 11.257 1.2 1.7 -0.9
N 10.628 5.709 10.535 0.6 -1.7 -0.3
C 11.388 6.115 9.507 0.2 0.9 0.5
C 10.638 6.891 8.474 2.5 1.4 -3.9
O 11.170 7.341 7.408 -1.3 -1.5 3.6
O 9.385 7.010 8.720 -2.0 -0.5 1.4
H 12.890 7.118 7.578 0.5 -0.3 0.3
H 13.593 4.546 11.339 -0.3 0.0 0.0
H 11.082 4.302 11.972 -0.4 -0.2 0.9
O 5.223 8.089 12.969 -0.9 -1.1 -0.1
P 6.226 7.031 12.355 -1.5 -1.9 1.4
O 5.653 6.384 11.097 1.8 0.1 0.0
O 7.603 7.597 12.117 0.9 -0.3 -1.5
O 6.493 5.832 13.476 -0.2 0.3 -0.5
P 7.476 4.475 13.433 -1.7 0.7 -0.4
O 6.448 3.257 13.245 -0.1 0.8 0.8
O 8.392 4.381 14.547 0.2 0.1 0.2
O 8.125 4.616 12.000 0.1 0.7 -1.1
H 4.239 7.855 12.886 2.0 0.4 0.1
H 5.888 3.102 14.049 0.8 0.1 -0.9
C 4.470 5.943 5.941 0.2 0.6 0.6
C 5.673 5.288 6.551 0.3 -1.1 2.2
C 6.600 4.570 5.805 0.3 -0.2 0.0
C 7.790 4.077 6.363 0.2 -1.6 1.1
C 7.883 4.023 7.788 0.6 1.1 -1.7
Br 9.518 3.260 8.629 -1.7 0.7 -0.5
N 6.995 4.657 8.558 0.0 0.3 -0.5
C 5.917 5.261 7.958 0.5 -0.2 -0.8
H 4.709 7.018 5.944 -0.2 -0.2 -0.6
H 3.571 5.876 6.543 0.0 -0.3 0.3
H 4.216 5.560 4.954 0.3 0.2 -0.1
H 6.299 4.338 4.787 0.7 0.3 -0.2
H 8.572 3.547 5.763 -1.0 0.6 0.5
H 5.228 5.676 8.673 -0.2 0.3 0.1
```
Forces are in eV/Å.